Below is a 5-piece molecular cluster, C37H82FIN7O7P2S overall, with properties calculated with ωB97M-V/def2-TZVPD.

Element x y z (Å)
C (1.048, -4.124, 4.761)
C (1.029, -3.209, 5.999)
C (0.689, -1.740, 5.718)
C (-0.512, -1.507, 4.803)
C (-1.842, -2.010, 5.379)
C (-2.881, -2.290, 4.295)
C (-3.141, -1.087, 3.392)
C (-4.275, -1.300, 2.378)
C (-3.816, -2.115, 1.163)
C (-3.374, -1.272, -0.033)
C (-2.010, -0.610, 0.225)
C (-1.223, -0.276, -1.044)
N (0.221, -0.738, -1.020)
N (0.330, -2.175, -0.902)
C (-0.826, -3.069, -1.008)
C (-0.349, -4.505, -1.213)
C (0.638, -4.999, -0.163)
C (1.063, -0.092, 0.126)
P (0.406, 1.470, 0.896)
C (0.820, 1.253, 2.664)
C (1.209, 3.016, 0.360)
C (2.550, -0.317, -0.307)
I (3.350, -1.967, 0.902)
C (3.479, 0.863, -0.062)
C (4.930, 0.609, -0.520)
C (5.966, 0.717, 0.593)
N (5.904, 2.038, 1.237)
C (2.477, -0.716, -1.790)
C (1.065, -0.418, -2.298)
P (0.973, -1.424, -3.977)
C (-0.787, -1.764, -4.228)
O (1.465, -2.941, -3.588)
S (1.025, 1.316, -2.982)
O (0.593, 1.223, -4.336)
O (2.199, 2.033, -2.634)
F (-0.175, 2.032, -2.267)
H (0.226, -4.841, 4.770)
H (0.993, -3.561, 3.828)
H (1.969, -4.706, 4.719)
H (2.010, -3.246, 6.475)
H (0.326, -3.604, 6.734)
H (0.481, -1.246, 6.672)
H (1.569, -1.239, 5.301)
H (-0.593, -0.431, 4.622)
H (-0.345, -1.964, 3.820)
H (-2.234, -1.268, 6.081)
H (-1.674, -2.926, 5.951)
H (-3.823, -2.625, 4.737)
H (-2.502, -3.117, 3.682)
H (-3.360, -0.215, 4.019)
H (-2.218, -0.853, 2.853)
H (-5.088, -1.827, 2.887)
H (-4.679, -0.327, 2.094)
H (-4.601, -2.805, 0.844)
H (-2.975, -2.748, 1.473)
H (-4.114, -0.486, -0.197)
H (-3.337, -1.903, -0.926)
H (-2.158, 0.312, 0.784)
H (-1.407, -1.252, 0.872)
H (-1.685, -0.732, -1.914)
H (-1.201, 0.789, -1.191)
H (0.960, -2.409, -0.148)
H (-1.461, -2.779, -1.838)
H (-1.451, -3.049, -0.113)
H (0.041, -4.649, -2.219)
H (-1.259, -5.109, -1.142)
H (0.942, -6.023, -0.373)
H (0.209, -4.951, 0.841)
H (1.560, -4.413, -0.160)
H (0.872, -0.746, 0.976)
H (-0.012, 1.670, 3.230)
H (0.914, 0.198, 2.925)
H (1.726, 1.787, 2.954)
H (1.647, 2.976, -0.632)
H (1.982, 3.323, 1.064)
H (0.443, 3.790, 0.370)
H (3.455, 1.114, 1.003)
H (3.095, 1.725, -0.594)
H (5.191, 1.375, -1.253)
H (5.024, -0.347, -1.038)
H (5.857, -0.105, 1.309)
H (6.953, 0.622, 0.137)
H (5.211, 2.038, 1.977)
H (6.784, 2.233, 1.698)
H (3.273, -0.293, -2.401)
H (2.605, -1.794, -1.866)
H (-1.403, -0.956, -3.846)
H (-0.962, -1.798, -5.305)
H (-1.092, -2.726, -3.829)
H (2.395, -3.044, -3.829)
C (-4.574, -1.472, -3.454)
O (-3.719, -2.183, -3.957)
N (-4.982, -0.298, -3.967)
C (-5.998, 0.506, -3.322)
C (-4.387, 0.164, -5.211)
H (-5.090, -1.740, -2.518)
H (-6.862, 0.643, -3.975)
H (-5.604, 1.490, -3.057)
H (-6.327, 0.007, -2.412)
H (-4.561, -0.556, -6.011)
H (-3.309, 0.292, -5.104)
H (-4.834, 1.117, -5.481)
C (-6.452, 1.897, 0.176)
O (-5.716, 1.018, 0.597)
N (-7.331, 2.568, 0.935)
C (-8.187, 3.604, 0.395)
C (-7.417, 2.233, 2.348)
H (-6.454, 2.214, -0.880)
H (-8.000, 4.559, 0.888)
H (-9.239, 3.346, 0.526)
H (-7.989, 3.719, -0.669)
H (-6.458, 2.395, 2.840)
H (-7.691, 1.186, 2.478)
H (-8.171, 2.864, 2.811)
C (6.077, -1.309, -4.580)
O (5.556, -1.281, -3.473)
N (5.728, -0.518, -5.607)
C (6.372, -0.592, -6.902)
C (4.658, 0.435, -5.376)
H (6.897, -2.004, -4.820)
H (6.840, 0.360, -7.158)
H (5.651, -0.846, -7.680)
H (7.142, -1.361, -6.877)
H (4.927, 1.111, -4.563)
H (3.766, -0.111, -5.067)
H (4.457, 1.009, -6.276)
C (3.415, 5.079, 2.832)
O (2.217, 4.903, 2.676)
N (4.102, 6.110, 2.316)
C (5.526, 6.270, 2.526)
C (3.384, 7.091, 1.520)
H (4.043, 4.390, 3.422)
H (5.741, 7.210, 3.038)
H (6.063, 6.259, 1.576)
H (5.894, 5.450, 3.140)
H (2.596, 7.561, 2.108)
H (2.919, 6.619, 0.654)
H (4.085, 7.850, 1.183)

Computed properties:
Charge ... +1
Energy ... -104686.4857 eV
HOMO-LUMO gap ... 8.42 eV

Atom charges from the Mulliken analysis, given in e for atoms 1 to 8: C -0.7963; C -0.6473; C -1.0685; C 0.5311; C -0.8535; C -0.8638; C 0.3820; C -0.6289